# 1
Entry from OMol25: C44H68As3BCsF4N3PSTe as an isolated structure (the ωB97M-V functional and the def2-TZVPD basis).

As for the energy above the lowest of the compared OMol25 structures with the same formula, charge and spin: 0.00 kJ/mol. The LUMO energy comes out at 1.901 eV. Its HOMO-LUMO gap is 0.216 hartree. The spin multiplicity is 1. For the highest occupied orbital energy, the calculation gives -3.99 eV. The charge is -1. Its calculated total energy is -10041.2939 a.u.

Last column: Löwdin charge in e.
Positions of all 127 atoms, in Å:
Cs1 0.08 0.42 0.19  0.53
C1 4.96 1.76 0.85  -0.10
C2 5.08 2.96 0.15  -0.08
C3 3.94 3.71 -0.08  -0.02
C4 2.70 3.28 0.40  -0.25
N1 2.59 2.10 1.04  0.05
C5 3.70 1.38 1.25  -0.19
C6 1.47 4.09 0.18  -0.26
C7 1.62 5.49 0.22  -0.09
C8 0.55 6.32 -0.08  -0.13
C9 -0.67 5.74 -0.41  -0.13
C10 -0.79 4.35 -0.40  -0.20
C11 0.25 3.45 -0.11  -0.20
H1 5.82 1.14 1.05  0.09
H2 6.04 3.29 -0.22  0.10
H3 3.99 4.63 -0.65  0.11
H4 3.55 0.44 1.78  0.08
H5 2.57 5.93 0.52  0.09
H6 0.66 7.40 -0.04  0.08
H7 -1.51 6.37 -0.67  0.08
H8 -1.78 3.95 -0.63  0.04
C12 4.90 -2.26 -0.35  -0.32
As1 2.98 -1.87 -0.63  1.07
C13 3.30 -0.35 -1.83  -0.32
C14 2.64 -3.09 -2.14  -0.37
C15 2.25 -4.55 -1.85  -0.69
C16 2.45 -5.35 -3.14  -0.08
C17 0.76 -4.66 -1.47  -0.38
As2 -0.08 -3.58 -0.02  1.11
C18 -1.65 -4.75 0.00  -0.31
C19 0.76 -4.46 1.54  -0.33
C20 3.17 -5.12 -0.76  -0.39
As3 2.90 -7.02 -0.25  1.11
C21 3.98 -6.89 1.38  -0.35
C22 4.33 -7.80 -1.36  -0.35
H9 5.04 -3.02 0.42  0.01
H10 5.39 -1.34 -0.03  0.00
H11 5.36 -2.61 -1.28  0.02
H12 4.09 -0.60 -2.54  0.03
H13 3.59 0.53 -1.26  0.00
H14 2.39 -0.12 -2.38  -0.03
H15 3.55 -3.08 -2.76  0.08
H16 1.85 -2.61 -2.72  0.03
H17 1.88 -4.90 -3.96  0.09
H18 2.10 -6.38 -3.01  0.07
H19 3.50 -5.37 -3.43  0.08
H20 0.54 -5.70 -1.23  0.04
H21 0.17 -4.41 -2.35  0.06
H22 -1.35 -5.80 -0.01  0.03
H23 -2.29 -4.54 -0.86  0.02
H24 -2.24 -4.55 0.89  0.01
H25 0.97 -5.51 1.31  -0.01
H26 0.06 -4.42 2.38  0.02
H27 1.68 -3.95 1.82  -0.01
H28 3.06 -4.54 0.16  0.03
H29 4.21 -5.03 -1.08  0.07
H30 3.43 -6.35 2.15  0.01
H31 4.91 -6.36 1.18  0.02
H32 4.21 -7.89 1.75  0.01
H33 3.99 -7.95 -2.38  0.00
H34 4.61 -8.77 -0.94  0.01
H35 5.21 -7.15 -1.37  0.02
S1 -0.22 -0.68 -3.17  0.53
C23 -1.89 -0.91 -3.14  -0.86
N2 -2.44 -2.13 -3.14  0.03
C24 -3.88 -2.40 -3.07  -0.15
C25 -4.58 -1.23 -2.42  -0.17
C26 -4.18 0.05 -3.13  -0.18
N3 -2.73 0.15 -3.16  0.01
H36 -1.78 -2.88 -3.04  0.10
H37 -4.03 -3.30 -2.48  0.11
H38 -4.27 -2.56 -4.08  0.12
H39 -4.29 -1.17 -1.37  0.05
H40 -5.66 -1.37 -2.45  0.13
H41 -4.57 0.92 -2.59  0.09
H42 -4.59 0.08 -4.14  0.12
H43 -2.28 1.05 -3.16  0.12
Te1 -3.67 1.15 0.39  1.40
C27 -5.07 2.75 0.43  -0.50
C28 -6.43 2.43 0.42  -0.14
C29 -7.39 3.43 0.53  -0.10
C30 -6.99 4.76 0.64  -0.10
C31 -5.64 5.08 0.64  -0.09
C32 -4.68 4.08 0.54  -0.13
C33 -3.41 1.36 2.48  -0.50
C34 -4.04 0.48 3.35  -0.12
C35 -3.95 0.69 4.72  -0.08
C36 -3.25 1.78 5.22  -0.10
C37 -2.60 2.64 4.34  -0.10
C38 -2.67 2.43 2.97  -0.13
H44 -6.73 1.39 0.36  0.09
H45 -8.44 3.17 0.53  0.10
H46 -7.74 5.54 0.72  0.10
H47 -5.33 6.11 0.73  0.10
H48 -3.63 4.34 0.53  0.08
H49 -4.60 -0.37 2.96  0.10
H50 -4.45 0.00 5.40  0.10
H51 -3.20 1.95 6.29  0.10
H52 -2.04 3.48 4.73  0.11
H53 -2.15 3.09 2.29  0.09
C39 3.20 -1.55 4.03  -0.17
C40 1.72 -1.83 4.26  -0.42
P1 0.63 -0.67 3.30  0.88
C41 0.36 0.68 4.54  -0.41
C42 1.26 1.90 4.30  -0.15
C43 -0.99 -1.54 3.42  -0.42
C44 -1.43 -2.07 4.78  -0.14
H54 3.83 -2.23 4.61  0.06
H55 3.47 -0.53 4.31  0.06
H56 3.45 -1.68 2.97  0.04
H57 1.47 -1.77 5.32  0.07
H58 1.47 -2.84 3.92  0.05
H59 0.50 0.29 5.55  0.07
H60 -0.68 0.98 4.44  0.04
H61 2.32 1.63 4.37  0.05
H62 1.06 2.68 5.03  0.06
H63 1.11 2.31 3.30  0.05
H64 -0.97 -2.35 2.69  0.04
H65 -1.74 -0.83 3.05  0.05
H66 -0.74 -2.83 5.16  0.06
H67 -2.42 -2.52 4.69  0.07
H68 -1.49 -1.27 5.52  0.06
F1 -3.00 -2.03 0.44  -0.01
B1 -4.19 -2.69 0.90  -1.29
F2 -4.59 -3.61 -0.10  0.09
F3 -5.22 -1.76 1.12  0.07
F4 -3.88 -3.36 2.10  0.10


# 2
Entry from OMol25: an isolated ion of composition C11H16NS2 and charge +1 at a distorted geometry (the ωB97M-V functional and the def2-TZVPD basis).

As for the energy above the lowest of the compared OMol25 structures with the same formula, charge and spin: 191.41 kJ/mol. As for the SMILES: C[C@H]1CS[C@]2(CCCc3sccc32)[NH2+]1. The LUMO energy comes out at -2.760 eV. Its HOMO-LUMO gap is 0.349 hartree. The spin multiplicity is 1. For the highest occupied orbital energy, the calculation gives -12.27 eV. The charge is +1. Its calculated total energy is -1279.5685 a.u.

Last column: Löwdin charge in e.
Positions of all 30 atoms, in Å:
C1 2.23 1.87 -0.41  -0.16
C2 3.52 2.12 -0.18  -0.34
C3 1.92 0.49 -0.33  -0.30
C4 3.01 -0.32 -0.01  -0.46
C5 2.92 -1.82 0.18  -0.15
C6 1.62 -2.45 -0.38  -0.10
C7 0.47 -1.56 0.11  -0.17
C8 -1.83 -0.08 -1.20  -0.45
C9 -1.82 0.55 0.23  -0.37
C10 0.58 -0.16 -0.36  -0.47
C11 -2.77 1.73 0.29  -0.06
N1 -0.40 0.80 0.71  0.14
S1 4.39 0.65 0.07  1.12
S2 -0.28 0.24 -1.99  1.01
H1 1.58 2.60 -0.65  0.08
H2 3.97 3.04 -0.14  0.06
H3 3.76 -2.20 -0.32  0.10
H4 3.05 -1.88 1.21  0.10
H5 1.75 -2.52 -1.51  0.16
H6 1.64 -3.39 -0.01  0.08
H7 -0.34 -2.14 -0.22  0.09
H8 0.21 -1.46 1.22  0.16
H9 -1.99 -1.26 -1.22  0.12
H10 -2.74 0.37 -1.67  0.09
H11 -2.33 -0.03 1.00  0.15
H12 -2.36 2.60 0.03  0.03
H13 -3.20 1.98 1.36  0.14
H14 -3.67 1.67 -0.34  0.10
H15 -0.19 1.79 0.46  0.16
H16 -0.34 0.44 1.63  0.14


# 3
Entry from OMol25: C3H8N2O2 as an isolated structure at a distorted geometry (the ωB97M-V functional and the def2-TZVPD basis).

As for the energy above the lowest of the compared OMol25 structures with the same formula, charge and spin: 655.52 kJ/mol. The LUMO energy (alpha / beta) comes out at -0.148 / -0.148 eV. Its HOMO-LUMO gap (alpha / beta) is 0.289 / 0.288 hartree. The spin multiplicity is 1. For the highest occupied orbital energy (alpha / beta), the calculation gives -8.00 / -8.00 eV. Its calculated total energy is -378.8913 a.u.

Last column: Löwdin charge in e.
Positions of all 15 atoms, in Å:
C1 -1.06 -0.74 -0.31  -0.25
N1 -1.27 0.53 0.42  -0.14
C2 1.17 0.09 -0.04  -0.53
N2 1.63 0.28 -1.37  0.10
C3 0.29 -0.98 0.26  0.01
O1 -2.65 0.68 0.67  -0.08
O2 2.21 0.41 0.85  0.02
H1 -2.69 1.02 1.58  0.09
H2 1.84 0.43 1.74  0.10
H3 0.12 0.93 0.11  0.19
H4 1.14 -0.26 -2.06  0.08
H5 1.78 1.25 -1.63  0.09
H6 -1.79 -1.49 -0.01  0.12
H7 -1.10 -0.62 -1.40  0.10
H8 0.38 -1.52 1.19  0.11


# 4
Entry from OMol25: C33H16F8N4O2RhSe as an isolated structure at a distorted geometry (the ωB97M-V functional and the def2-TZVPD basis).

As for the energy above the lowest of the compared OMol25 structures with the same formula, charge and spin: 546.52 kJ/mol. The LUMO energy (alpha / beta) comes out at 0.661 / 0.661 eV. Its HOMO-LUMO gap (alpha / beta) is 0.192 / 0.192 hartree. The spin multiplicity is 1. For the highest occupied orbital energy (alpha / beta), the calculation gives -4.56 / -4.56 eV. The charge is -1. Its calculated total energy is -4947.5106 a.u.

Last column: Löwdin charge in e.
Positions of all 65 atoms, in Å:
Rh1 0.17 1.39 0.99  0.82
O1 -1.49 5.09 1.56  0.04
C1 -1.02 4.01 1.21  -0.46
N1 -0.53 3.01 1.95  -0.04
C2 -0.47 2.95 3.34  -0.21
C3 -1.04 3.87 4.22  -0.02
C4 -0.96 3.67 5.59  -0.11
C5 -0.31 2.55 6.08  -0.11
C6 0.27 1.63 5.22  -0.03
C7 0.21 1.81 3.84  -0.20
N2 0.71 0.89 2.88  -0.04
C8 1.63 -0.04 3.26  -0.47
O2 2.39 0.05 4.22  0.04
C9 1.70 -1.31 2.45  -0.25
C10 2.94 -1.80 2.06  -0.02
C11 2.98 -2.99 1.36  -0.08
C12 1.79 -3.65 1.09  -0.08
C13 0.61 -3.10 1.56  -0.14
N3 0.56 -1.95 2.23  0.10
C14 -0.92 3.70 -0.28  -0.16
C15 -1.32 4.64 -1.22  0.00
C16 -1.19 4.33 -2.56  -0.05
C17 -0.66 3.11 -2.93  -0.05
C18 -0.28 2.22 -1.94  -0.10
N4 -0.41 2.52 -0.65  -0.02
H1 -1.54 4.73 3.80  0.09
H2 -1.40 4.39 6.26  0.09
H3 -0.24 2.38 7.15  0.09
H4 0.79 0.77 5.62  0.10
H5 3.84 -1.25 2.31  0.12
H6 3.93 -3.40 1.02  0.10
H7 1.77 -4.58 0.53  0.10
H8 -0.34 -3.59 1.38  0.11
H9 -1.73 5.57 -0.86  0.12
H10 -1.50 5.04 -3.32  0.11
H11 -0.55 2.82 -3.97  0.11
H12 0.14 1.24 -2.16  0.10
F1 3.39 -6.07 -3.89  0.12
C19 2.94 -4.98 -4.56  -0.58
F2 1.95 -5.42 -5.36  0.13
F3 3.96 -4.61 -5.38  0.12
C20 2.51 -3.88 -3.65  -0.14
C21 1.17 -3.57 -3.48  -0.01
C22 0.80 -2.57 -2.60  -0.01
C23 1.77 -1.86 -1.88  -0.25
C24 3.12 -2.18 -2.07  -0.03
C25 3.49 -3.18 -2.95  -0.02
C26 1.37 -0.84 -0.96  -0.13
C27 1.03 0.00 -0.15  -0.18
H13 0.42 -4.12 -4.03  0.12
H14 -0.24 -2.32 -2.46  0.11
H15 3.87 -1.63 -1.51  0.12
H16 4.53 -3.42 -3.09  0.12
F4 -6.12 1.31 -1.04  0.11
C28 -5.02 0.60 -1.30  -0.16
C29 -4.79 -0.69 -0.92  -0.12
F5 -5.69 -1.54 -0.46  0.12
C30 -3.38 -1.05 -1.22  -0.32
F6 -3.21 -2.30 -1.76  0.07
C31 -2.22 -0.33 -0.67  -0.45
Se1 -1.76 0.06 1.03  0.97
C32 -2.78 0.17 -1.92  -0.38
F7 -2.07 0.05 -3.10  0.04
C33 -3.87 1.15 -1.90  -0.09
F8 -3.70 2.46 -2.05  0.12


# 5
Entry from OMol25: the molecule C4H10O2Si2 at a distorted geometry (the ωB97M-V functional and the def2-TZVPD basis).

As for the energy above the lowest of the compared OMol25 structures with the same formula, charge and spin: 267.08 kJ/mol. As for the SMILES: C=C(C)/C(O[SiH3])=[SiH]\O. The LUMO energy (alpha / beta) comes out at 0.150 / 0.150 eV. Its HOMO-LUMO gap (alpha / beta) is 0.281 / 0.281 hartree. The spin multiplicity is 1. For the highest occupied orbital energy (alpha / beta), the calculation gives -7.49 / -7.49 eV. Its calculated total energy is -887.7772 a.u.

Last column: Löwdin charge in e.
Positions of all 18 atoms, in Å:
C1 1.66 1.42 0.67  0.04
C2 0.54 0.86 0.15  -0.42
C3 0.38 -0.56 0.00  -0.31
C4 -0.51 1.81 -0.35  -0.08
O1 -1.13 -0.89 -0.41  -0.49
O2 2.91 -2.24 -0.13  -0.21
Si1 -2.55 -0.74 0.30  0.49
Si2 1.29 -2.03 -0.20  0.76
H1 1.71 2.49 0.85  0.07
H2 2.45 0.83 0.96  0.02
H3 -1.07 1.20 -1.22  0.11
H4 -1.21 2.09 0.42  0.06
H5 -0.05 2.64 -0.88  0.08
H6 3.78 -2.12 -0.48  0.05
H7 -2.30 0.11 1.51  -0.04
H8 -3.25 -0.03 -0.67  -0.08
H9 -3.38 -2.12 0.54  -0.05
H10 0.84 -3.36 -0.66  -0.01


# 6
Entry from OMol25: the molecule C23H26N4O7S at a distorted geometry (the ωB97M-V functional and the def2-TZVPD basis).

As for the energy above the lowest of the compared OMol25 structures with the same formula, charge and spin: 116.62 kJ/mol. As for the SMILES: CCOc1ccc(N(CC(=O)NCc2ccc(OC)cc2)S(=O)(=O)c2c(C)[nH]c(=O)[nH]c2=O)cc1. The LUMO energy comes out at 0.187 eV. Its HOMO-LUMO gap is 0.298 hartree. The spin multiplicity is 1. For the highest occupied orbital energy, the calculation gives -7.91 eV. Its calculated total energy is -2035.9921 a.u.

Last column: Löwdin charge in e.
Positions of all 61 atoms, in Å:
C1 -7.22 -1.09 1.07  -0.06
C2 -6.11 -2.12 1.22  -0.25
O1 -5.25 -2.17 0.09  -0.05
C3 -4.34 -1.18 -0.11  -0.27
C4 -4.05 -0.15 0.78  0.00
C5 -3.08 0.80 0.47  -0.01
C6 -2.40 0.74 -0.74  -0.26
C7 -2.68 -0.29 -1.63  -0.02
C8 -3.64 -1.24 -1.31  0.01
H1 -3.86 -2.04 -2.00  0.12
H2 -2.17 -0.35 -2.57  0.09
N1 -1.44 1.72 -1.09  -0.15
S1 -0.13 1.31 -2.00  0.72
O2 -0.54 0.84 -3.29  -0.27
O3 0.78 2.43 -2.01  -0.29
C9 0.74 -0.08 -1.24  -0.11
C10 1.72 -0.69 -1.95  -0.25
N2 2.35 -1.78 -1.44  0.20
C11 2.06 -2.34 -0.21  -0.51
O4 2.63 -3.32 0.20  0.09
N3 1.09 -1.68 0.48  0.23
C12 0.42 -0.51 0.10  -0.42
O5 -0.31 0.04 0.89  0.11
H3 0.87 -2.03 1.41  0.18
H4 3.12 -2.20 -1.95  0.17
C13 2.16 -0.22 -3.29  0.00
H5 3.10 -0.68 -3.58  0.09
H6 1.39 -0.44 -4.03  0.10
H7 2.26 0.87 -3.28  0.09
C14 -1.39 2.97 -0.36  -0.07
H8 -0.92 3.71 -1.02  0.13
H9 -2.41 3.28 -0.14  0.14
C15 -0.59 2.90 0.96  -0.49
O6 -1.12 2.90 2.05  0.06
N4 0.73 2.90 0.75  0.08
H10 1.06 2.88 -0.21  0.08
C16 1.71 2.66 1.79  -0.11
C17 2.68 1.58 1.36  -0.21
C18 2.91 0.46 2.14  -0.03
C19 3.79 -0.53 1.74  -0.02
C20 4.45 -0.42 0.52  -0.30
C21 4.22 0.71 -0.27  0.00
C22 3.36 1.70 0.15  -0.03
H11 3.21 2.57 -0.48  0.12
H12 4.75 0.80 -1.21  0.12
O7 5.31 -1.33 0.00  -0.09
C23 5.66 -2.46 0.78  -0.08
H13 6.41 -2.99 0.21  0.10
H14 4.79 -3.11 0.95  0.07
H15 6.09 -2.15 1.74  0.10
H16 3.95 -1.39 2.37  0.11
H17 2.40 0.36 3.08  0.12
H18 2.26 3.59 1.99  0.13
H19 1.17 2.37 2.69  0.13
H20 -2.85 1.55 1.20  0.10
H21 -4.55 -0.07 1.73  0.11
H22 -5.53 -1.94 2.13  0.11
H23 -6.54 -3.12 1.27  0.12
H24 -7.80 -1.30 0.17  0.08
H25 -7.88 -1.13 1.93  0.08
H26 -6.81 -0.08 0.98  0.07


# 7
Entry from OMol25: C17H35AsBaN2O2S3 as an isolated structure (the ωB97M-V functional and the def2-TZVPD basis).

The LUMO energy comes out at -4.871 eV. Its HOMO-LUMO gap is 0.338 hartree. The spin multiplicity is 1. For the highest occupied orbital energy, the calculation gives -14.07 eV. The charge is +2. Its calculated total energy is -4384.1773 a.u.

Last column: Löwdin charge in e.
Positions of all 61 atoms, in Å:
Ba1 -0.40 0.05 -0.07  1.60
C1 -1.56 1.64 -3.33  -0.19
C2 -2.91 1.09 -2.89  -0.19
N1 -2.92 0.64 -1.49  -0.18
C3 -3.87 -0.44 -1.24  -0.27
C4 -3.51 -1.74 -1.98  -0.45
S1 -1.75 -2.18 -2.05  0.79
C5 -1.23 -1.54 -3.68  -0.43
C6 -0.19 -0.43 -3.76  -0.26
N2 -0.41 0.80 -2.96  -0.17
H1 -1.40 2.61 -2.86  0.12
H2 -1.60 1.81 -4.41  0.13
H3 -3.18 0.25 -3.52  0.09
H4 -3.66 1.85 -3.08  0.14
H5 -3.15 1.43 -0.89  0.08
H6 -4.89 -0.18 -1.54  0.13
H7 -3.90 -0.63 -0.16  0.12
H8 -3.88 -1.73 -3.00  0.08
H9 -4.01 -2.57 -1.49  0.08
H10 -2.14 -1.29 -4.22  0.07
H11 -0.80 -2.40 -4.20  0.09
H12 -0.11 -0.19 -4.83  0.13
H13 0.77 -0.83 -3.44  0.10
H14 0.42 1.36 -3.13  0.11
C7 0.17 0.73 4.86  -0.20
S2 -0.45 1.46 3.35  0.95
O1 -0.70 0.29 2.42  -0.82
C8 1.04 2.19 2.70  -0.41
C9 1.11 3.57 2.58  -0.08
C10 2.25 4.14 2.03  -0.04
C11 3.30 3.33 1.60  -0.04
C12 3.22 1.95 1.73  -0.05
C13 2.09 1.37 2.28  -0.12
H15 1.01 0.07 4.64  0.06
H16 -0.66 0.17 5.29  0.07
H17 0.47 1.53 5.53  0.08
H18 0.29 4.19 2.91  0.11
H19 2.32 5.22 1.94  0.12
H20 4.19 3.78 1.18  0.12
H21 4.04 1.33 1.40  0.12
H22 2.02 0.29 2.39  0.09
C14 0.98 -4.26 1.09  -0.24
As1 2.62 -3.45 0.49  0.67
C15 3.54 -4.72 -0.62  -0.24
C16 3.69 -3.11 2.06  -0.24
S3 2.21 -1.65 -0.54  -0.04
H23 1.17 -5.20 1.62  0.05
H24 0.35 -4.45 0.23  0.04
H25 0.49 -3.56 1.77  0.03
H26 3.76 -5.61 -0.03  0.05
H27 4.46 -4.27 -0.99  0.05
H28 2.89 -4.97 -1.45  0.05
H29 4.04 -4.04 2.50  0.05
H30 3.05 -2.60 2.78  0.03
H31 4.53 -2.48 1.80  0.04
C17 -2.06 3.88 0.65  -0.10
O2 -2.21 2.46 0.78  -0.23
H32 -1.82 4.35 1.60  0.08
H33 -2.97 4.34 0.25  0.09
H34 -1.24 4.06 -0.05  0.09
H35 -2.88 2.29 1.45  0.09